(1)
Entry from OMol25: C24H21F2NO3 in the gas phase (the ωB97M-V functional and the def2-TZVPD basis).

XYZ file:
```
51
C24H21F2NO3 | OMol25 | the ωB97M-V functional and the def2-TZVPD basis
H 3.621 -4.631 1.363
C 3.969 3.578 0.509
C -1.544 0.563 -0.069
H 4.246 2.640 2.418
C 2.494 -2.847 0.970
H -6.290 -2.280 1.285
C 4.522 -2.210 -0.828
C 3.279 3.535 -0.700
H 0.881 0.403 -1.296
C 1.084 0.493 -0.225
H -4.371 -2.537 -0.263
O -2.964 0.430 -2.612
C 2.785 1.619 1.237
H -2.334 0.664 0.678
C -0.200 0.551 0.648
H -1.843 -1.569 -0.216
H -6.375 1.910 0.489
F -7.474 -0.036 1.795
H 5.280 4.489 1.569
C -4.853 0.793 -0.545
C 3.559 -3.710 0.805
H 3.414 -0.428 -1.223
O -0.154 -1.583 2.009
C 2.358 2.534 -0.933
H 5.319 -1.983 -1.518
C 0.261 -0.796 1.201
C -3.100 -0.626 -1.684
H -0.982 -0.863 -1.594
H -0.161 1.346 1.394
H 1.702 -3.078 1.663
H 2.596 0.873 1.996
C 4.559 -3.380 -0.092
C 2.437 -1.661 0.237
O 4.872 4.573 0.698
C 2.100 1.565 0.029
C -1.792 -0.707 -0.881
H -4.444 1.656 -1.049
C -4.287 -0.457 -0.761
C -5.927 0.944 0.314
C 3.455 -1.348 -0.662
H 1.831 2.506 -1.875
N 1.368 -0.797 0.403
H -1.588 1.427 -0.735
H -3.779 0.504 -3.120
H -3.219 -1.579 -2.229
C -4.808 -1.563 -0.100
C -6.424 -0.173 0.957
C 3.714 2.612 1.476
H 3.485 4.290 -1.441
C -5.878 -1.430 0.765
F 5.603 -4.224 -0.254
```

Output
Orbital gap ... 8.99 eV
E ... -1407.384374 a.u.
Net charge ... 0
SMILES ... O=C1[C@H](CC[C@H](O)c2ccc(F)cc2)[C@@H](c2ccc(O)cc2)N1c1ccc(F)cc1
Max |F| ... 0.7 eV/Å

---

(2)
Entry from OMol25: 2 unconnected molecules or ions with the total composition C24H21F4O2S (the ωB97M-V functional and the def2-TZVPD basis).

XYZ file:
```
52
C24H21F4O2S | OMol25 | the ωB97M-V functional and the def2-TZVPD basis
C -1.052 -3.496 6.842
C 4.356 1.465 8.761
H -0.020 -2.378 2.561
C 1.141 -0.193 6.318
H 5.654 0.818 11.113
C -2.946 1.063 1.982
C 2.353 -1.635 2.104
H 0.204 -1.314 7.933
C 1.270 -0.724 2.308
C 3.652 -1.175 1.994
H 5.008 0.539 1.917
H 1.575 -0.426 9.186
C 2.228 0.344 7.242
H 3.431 0.526 10.484
C -1.320 -0.720 2.305
C 4.278 1.677 7.368
F 4.686 -2.082 1.963
H -3.467 -1.725 6.941
C -0.021 -1.279 2.529
H 3.197 1.311 5.584
H -2.642 -0.144 7.173
H -1.017 -3.476 7.938
C 5.536 1.871 10.829
H 6.438 2.425 11.074
H 5.039 2.270 6.872
H 2.140 -2.703 2.076
F 3.170 2.410 2.022
C -1.622 0.662 2.094
H -1.922 -4.055 6.484
C 3.230 1.126 6.647
F -3.217 2.410 1.929
S -1.208 -1.798 6.153
O 1.070 0.197 5.129
C 2.318 0.152 8.645
C 0.194 -1.124 6.865
C -4.028 0.187 1.958
H -0.839 1.401 2.051
C 2.896 1.063 2.020
C 3.981 0.185 1.963
C -2.403 -1.633 2.129
O 5.411 2.039 9.408
C 3.360 0.687 9.404
H -5.057 0.539 1.911
H -2.193 -2.703 2.115
C 1.579 0.658 2.131
H -0.124 -3.908 6.433
H 0.798 1.402 2.142
C -3.702 -1.171 2.007
H -2.342 -1.495 8.328
H 4.681 2.288 11.374
F -4.737 -2.077 1.973
C -2.551 -1.230 7.284
```

Output
Orbital gap ... 3.73 eV
E ... -1874.892336 a.u.
Net charge ... +1
Max |F| ... 2.1 eV/Å

---

(3)
Entry from OMol25: a molecular structure, C24H21IrN6O6S3 (the ωB97M-V functional and the def2-TZVPD basis).

XYZ file:
```
61
C24H21IrN6O6S3 | OMol25 | the ωB97M-V functional and the def2-TZVPD basis
H -1.126 5.070 -1.170
Ir 0.026 0.771 0.591
C 2.738 1.567 -0.400
C 1.870 4.053 -1.181
N -3.007 1.969 3.302
H -0.294 -1.079 -5.464
H -3.910 1.447 5.072
H -2.443 0.568 4.732
H -2.084 -2.760 -5.825
C -0.286 3.549 0.027
H -1.746 5.010 0.491
O 0.569 -2.509 -1.322
N -1.958 2.770 1.441
H -5.089 0.194 3.213
C 1.979 -3.339 0.777
H 4.435 -2.123 2.758
C 2.712 -2.434 1.523
C -1.848 -1.000 -2.435
C -2.017 1.891 2.414
C 2.343 -4.663 0.649
C -4.175 -0.187 3.670
O -0.633 -3.011 0.761
C 1.052 3.196 -0.473
H -3.679 -3.305 -4.046
H 1.504 5.025 -1.475
C -0.944 -0.704 -3.449
H -3.603 -0.715 2.907
C 3.864 -2.833 2.176
H 3.018 0.574 -0.088
H 3.805 4.297 -2.069
O -0.046 1.772 -3.579
H 3.828 -6.091 1.230
S 0.554 -2.546 0.111
C -0.856 4.909 -0.124
C 4.252 -4.162 2.056
H -3.702 2.672 3.090
H 4.587 2.039 -1.341
O 2.533 -0.073 2.040
C -1.495 -0.254 -1.224
S -0.789 0.612 2.665
H -4.457 -0.901 4.443
S 0.213 0.530 -2.918
C -3.360 0.942 4.278
H 1.756 -5.360 0.067
C 3.503 -5.062 1.304
H -3.527 -2.186 -1.824
C -2.011 -2.252 -4.873
C 3.597 2.395 -1.100
N -0.837 2.591 0.695
H -0.129 5.669 0.161
N -0.474 0.590 -1.386
C -2.915 -2.562 -3.864
O -1.906 -0.345 -0.041
O 1.558 0.065 -2.814
H 5.148 -4.505 2.555
C 2.102 -1.076 1.491
N 1.500 1.959 -0.097
N 0.986 -1.054 0.705
C -1.003 -1.309 -4.682
C 3.157 3.643 -1.503
C -2.843 -1.939 -2.624
```

Output
Orbital gap (alpha / beta) ... 7.69 / 5.87 eV
E ... -3005.841394 a.u.
Net charge ... +1
2S+1 ... 2
Max |F| ... 0.8 eV/Å
Expectation value of S² ... 0.76
ΔE to the lowest compared entry with this formula, charge and spin ... 0.0 kJ/mol

---

Among the records above, which one has the lowest net charge?
C24H21F2NO3

---

The lowest net charge belongs to which entry?
C24H21F2NO3

---

Which value of net charge does entry 1 give?
0

---

Among the records above, which one has the highest max |F|?
C24H21F4O2S